1.
C31H35BClF4INO3S5SbV | the ωB97M-V functional and the def2-TZVPD basis

Each line ends with the Löwdin spin population.
Positions of all 84 atoms, in Å:
1 I -0.6740 2.9537 2.1328  0.008
2 Sb -0.4093 -1.1917 2.4851  0.014
3 V -0.8182 0.8303 0.2744  2.719
4 Cl 0.6587 -3.4562 -4.9256  0.000
5 S 2.5690 0.5646 2.8195  0.002
6 S 3.4486 1.6199 5.4475  0.000
7 S 4.9853 1.7481 8.0167  0.000
8 S 5.3757 -0.3983 5.9884  0.000
9 S 4.9175 -1.9161 3.4471  0.000
10 F -4.2953 0.5584 -0.7207  0.000
11 F -2.8361 0.6613 1.0949  0.033
12 F -4.5715 -0.8717 1.0642  0.000
13 F -5.0265 1.3748 1.3153  0.000
14 O 3.5670 0.7472 -2.0714  0.001
15 O 1.7124 2.9649 -0.4037  0.011
16 O 1.1634 0.7743 -0.3090  0.037
17 N -1.4152 -0.6311 -0.9770  0.019
18 C -2.2256 5.3442 1.2718  0.005
19 C -2.1530 -2.4361 2.6342  0.001
20 C 5.8371 -1.0439 2.1571  0.000
21 C -2.1625 3.1521 -3.2548  0.000
22 C 1.9661 1.7699 -0.4638  0.011
23 C 1.9077 -2.4515 -2.7271  0.000
24 C -1.4740 2.4230 -0.9993  -0.015
25 C -1.9236 3.7112 -0.5434  0.003
26 C -1.9487 -1.4501 -1.5718  0.078
27 C -1.7679 4.1455 0.8054  0.005
28 C 1.4027 -2.1693 -3.9863  0.000
29 C 1.5118 -0.9089 -4.5362  0.000
30 C -2.6329 -2.5036 -2.3379  0.011
31 C 3.5695 0.3872 4.1997  0.000
32 C 2.7503 -0.2191 -2.5734  0.000
33 C -2.8854 6.2281 0.3907  -0.003
34 C 3.3986 1.3002 -0.7465  -0.001
35 C -3.0248 5.8900 -0.9232  0.003
36 C 4.4982 -0.5714 4.4880  0.000
37 C -0.5524 -0.4612 4.4841  -0.001
38 C 0.9738 -2.7758 2.8594  0.002
39 C -1.8481 -3.8084 -2.1777  0.004
40 C 2.5869 -1.4845 -1.9926  0.000
41 C -2.5402 4.6522 -1.4172  -0.001
42 C -1.5973 2.2180 -2.3589  0.021
43 C 3.1475 -1.8188 -0.6403  0.000
44 C 4.6160 1.0214 6.5622  0.000
45 C -2.6768 -2.0601 -3.8061  0.004
46 C -2.6506 4.3408 -2.7952  0.019
47 C -4.0556 -2.6672 -1.7890  0.003
48 C 2.1863 0.0620 -3.8124  0.000
49 B -4.2227 0.4394 0.6739  0.001
50 H -3.1139 5.0627 -3.4606  0.001
51 H -1.2593 1.2758 -2.7864  0.002
52 H -2.3741 -2.9390 1.6908  0.000
53 H 4.1959 -1.5153 -0.5661  0.000
54 H -2.0758 5.6262 2.3064  0.000
55 H -1.7966 -4.1036 -1.1282  0.000
56 H -3.0149 -1.8128 2.8717  0.000
57 H 0.6749 -3.2726 3.7858  0.000
58 H -3.1704 -2.8406 -4.3910  0.001
59 H 1.9778 -2.3624 2.9609  0.000
60 H 1.8011 -3.4498 -2.3173  0.000
61 H -3.2427 -1.1328 -3.9055  0.000
62 H -4.6106 -1.7331 -1.8486  0.000
63 H -4.5577 -3.4361 -2.3835  0.000
64 H 5.2053 -0.2581 1.7422  0.000
65 H -2.2235 2.9112 -4.3131  -0.001
66 H -3.5089 6.5677 -1.6196  0.000
67 H -1.6741 -1.9100 -4.2059  0.000
68 H 0.4262 -0.1004 4.7970  0.000
69 H 2.3058 1.0659 -4.1994  0.000
70 H -4.0472 -2.9731 -0.7424  0.000
71 H 0.9531 -3.4967 2.0392  0.000
72 H -3.2600 7.1759 0.7610  0.000
73 H -0.8944 -1.2661 5.1386  0.000
74 H 2.5987 -1.2937 0.1469  0.000
75 H 1.0922 -0.6944 -5.5109  0.000
76 H 4.0759 2.1480 -0.7300  0.000
77 H 6.7613 -0.6212 2.5503  0.000
78 H -0.8374 -3.7184 -2.5695  0.000
79 H -1.9889 -3.1793 3.4186  0.000
80 H -1.2708 0.3589 4.5149  0.000
81 H 3.6915 0.5823 0.0192  0.000
82 H 3.0905 -2.8927 -0.4557  0.000
83 H -2.3658 -4.5948 -2.7332  0.001
84 H 6.0754 -1.7652 1.3716  0.000

Properties
- Expectation value of S²: 3.7649
- 2S+1: 4
- Energy relative to the best compared isomer or geometry (same formula, charge and spin): 0.669 eV
- Frontier orbital gap (alpha / beta): 5.8 / 6.3 eV
- Net charge: -2

---

2.
C31H35ClCoN2O4Si | the ωB97M-V functional and the def2-TZVPD basis

Each line ends with the Löwdin spin population.
Positions of all 75 atoms, in Å:
1 Co 1.7955 -0.7360 -0.4971  2.734
2 Cl -0.2994 3.5686 -3.7726  0.000
3 Si -0.8856 1.0332 0.6706  0.012
4 O 2.6024 -2.1732 -1.5313  0.046
5 O 4.4564 -3.0764 -2.4042  0.007
6 O 2.0793 -2.0086 1.3477  0.029
7 O 0.3925 0.1314 0.3652  0.068
8 N 1.9128 0.6072 -2.3842  0.033
9 N 3.9287 -0.3144 -0.1218  0.037
10 C 3.8740 -2.3020 -1.6656  0.006
11 C 4.7363 -1.3444 -0.7976  0.003
12 C -2.4579 0.0600 -3.0562  0.000
13 C -1.5113 -3.6841 -0.3308  0.000
14 C -1.0767 3.9238 0.3095  0.000
15 C -2.6317 1.8126 2.7975  0.000
16 C 2.1268 0.5823 -4.7657  0.001
17 C -1.6638 0.6947 2.3857  0.001
18 C -2.4019 -0.6461 2.3972  0.000
19 C -1.6272 0.2650 -1.9647  0.000
20 C -3.4717 1.0843 -0.6952  0.000
21 C 0.1803 -3.4609 1.3752  0.000
22 C 1.1104 1.6678 -2.4946  0.003
23 C -0.5780 5.2197 0.3230  0.000
24 C -1.9323 -4.5035 1.8884  0.000
25 C -0.2923 2.8443 0.7161  0.001
26 C -0.6662 -4.1053 2.2787  0.000
27 C 2.2109 -3.7977 2.8798  0.002
28 C -3.8070 0.3770 -2.9690  0.000
29 C 1.2646 1.6598 -4.8855  0.001
30 C -0.5237 0.6472 3.4104  0.000
31 C -4.3120 0.8880 -1.7833  0.000
32 C -2.3596 -4.2886 0.5855  0.000
33 C 0.7614 2.2114 -3.7199  0.001
34 C -2.1100 0.7843 -0.7609  0.001
35 C -0.2517 -3.2689 0.0630  0.003
36 C 0.7197 5.4604 0.7486  0.000
37 C 2.4174 0.0851 -3.5078  0.003
38 C 1.5243 -2.9975 1.8030  0.002
39 C 1.0108 3.1081 1.1472  0.000
40 C 1.5154 4.4004 1.1641  0.000
41 H -0.9177 0.4017 4.4023  0.000
42 H -3.3507 -4.6010 0.2836  0.000
43 H 5.4852 -0.9026 -1.4525  0.001
44 H -2.9495 1.6636 3.8351  0.000
45 H 1.7789 -3.5356 3.8487  0.000
46 H -2.0901 3.7474 -0.0375  0.000
47 H -2.8521 -0.8228 3.3807  0.000
48 H 3.0696 -0.7696 -3.3988  0.000
49 H -2.0550 -0.3401 -3.9793  0.000
50 H 0.4208 -2.8299 -0.6589  0.002
51 H 1.1089 6.4707 0.7594  0.000
52 H 0.2213 -0.1045 3.1356  0.000
53 H -1.2000 6.0449 -0.0029  0.000
54 H 5.2512 -1.9748 -0.0739  0.000
55 H 1.6370 2.2775 1.4584  0.000
56 H -0.3549 -4.2618 3.3034  0.000
57 H -2.1608 2.7955 2.7264  0.000
58 H 0.7331 2.0994 -1.5790  0.000
59 H -2.5887 -4.9808 2.6041  0.000
60 H 3.2713 -3.5594 2.8987  0.000
61 H -1.7134 -1.4647 2.1841  0.000
62 H -3.1980 -0.6776 1.6488  0.000
63 H 2.5623 0.1197 -5.6400  0.000
64 H 0.9928 2.0671 -5.8496  0.000
65 H -0.5784 0.0020 -2.0397  0.000
66 H -4.4617 0.2199 -3.8169  0.000
67 H 2.5278 4.5866 1.5027  0.000
68 H -5.3617 1.1444 -1.7048  0.000
69 H -3.5323 1.8241 2.1804  0.000
70 H 4.0377 -0.3605 0.8834  0.001
71 H -0.0186 1.6147 3.4776  0.000
72 H -3.8927 1.4775 0.2226  0.000
73 H 4.1824 0.6172 -0.4211  0.002
74 H 2.0674 -4.8651 2.7236  0.000
75 H -1.8315 -3.5322 -1.3532  0.000

Properties
- Expectation value of S²: 3.7570
- 2S+1: 4
- Frontier orbital gap (alpha / beta): 8.7 / 8.6 eV
- Net charge: 0

---

3.
C31H35ClN2Si2V | the ωB97M-V functional and the def2-TZVPD basis

Each line ends with the Löwdin spin population.
Positions of all 72 atoms, in Å:
1 V 0.2169 0.1414 -0.4163  2.546
2 Cl 0.7121 1.8950 -1.8772  0.071
3 Si 1.6697 -1.3765 -6.9754  0.000
4 Si 0.9520 0.3283 -5.3782  0.001
5 N -1.7816 -0.0108 -1.0291  0.033
6 N -0.6148 1.6199 0.8387  0.032
7 C -1.7888 -0.3394 -5.6432  0.000
8 C -0.6821 -1.5477 -3.8638  0.005
9 C 3.7435 -2.0891 -3.3537  0.000
10 C 0.1202 -1.9357 0.1549  0.024
11 C 4.2938 0.2161 -2.9064  0.000
12 C 5.7073 -0.0105 -8.9338  0.000
13 C -0.6323 -0.5701 -4.8721  0.001
14 C 2.1240 -0.7712 -0.0139  0.049
15 C 4.0802 0.2298 -7.1480  0.000
16 C -1.7767 -0.6905 -10.0545  0.000
17 C -0.7777 0.2796 -9.9113  0.000
18 C -2.0566 1.8653 0.5266  0.010
19 C -1.8356 -2.3135 -3.6626  0.001
20 C 1.2696 -1.7149 -0.6766  0.072
21 C 2.5941 -1.6792 -4.0368  0.000
22 C -2.9366 -1.1078 -5.4417  0.001
23 C 0.4044 -1.1487 -8.3376  0.000
24 C 4.6023 -1.1433 -2.7978  0.001
25 C 1.5040 -0.4029 1.2186  0.041
26 C -1.6733 -1.8988 -9.3532  0.000
27 C 5.2536 0.6505 -7.7853  0.000
28 C 3.7927 -1.5035 -8.8134  0.000
29 C -2.9705 -2.0909 -4.4487  0.000
30 C 2.3089 -0.3113 -4.2152  0.000
31 C -2.4141 1.3274 -0.8363  0.009
32 C -0.5867 -2.1269 -8.5027  0.000
33 C 4.9760 -1.0943 -9.4396  0.000
34 C 0.2630 -1.1273 1.3281  0.042
35 C 3.1650 0.6269 -3.6127  0.001
36 C 0.3194 0.0499 -9.0700  0.000
37 C 3.3245 -0.8348 -7.6682  0.000
38 H 3.0928 -0.4308 -0.3699  0.005
39 H -2.6544 1.3780 1.3059  0.001
40 H 4.9364 0.9649 -2.4413  0.000
41 H -0.8559 1.2247 -10.4547  0.000
42 H -3.8691 -2.6876 -4.2887  0.000
43 H 5.3270 -1.6182 -10.3309  0.000
44 H -1.8528 -0.3365 -2.0008  0.008
45 H 1.9542 -2.4588 -4.4607  0.000
46 H -0.0680 2.4715 0.6836  0.008
47 H 1.7006 -2.7921 -6.5485  0.000
48 H 0.7168 1.7375 -5.0291  0.000
49 H 5.8183 1.4972 -7.3830  0.000
50 H -2.2450 2.9399 0.5836  0.001
51 H 6.6309 0.3098 -9.4256  0.000
52 H -0.3843 -1.1645 2.2054  0.005
53 H -0.6509 -2.6869 -0.0156  0.002
54 H 3.2206 -2.3353 -9.2282  0.000
55 H -1.7735 0.4259 -6.4233  0.000
56 H 3.9626 -3.1576 -3.2720  0.000
57 H 1.4983 -2.2399 -1.5991  0.011
58 H -3.5015 1.2261 -0.9084  0.001
59 H 1.9462 0.2385 1.9826  0.006
60 H -0.5150 -3.0570 -7.9379  0.000
61 H -2.2853 -0.7224 -0.4916  0.004
62 H -0.4926 1.4395 1.8403  0.002
63 H -2.4453 -2.6618 -9.4651  0.000
64 H -2.0755 2.0015 -1.6356  0.001
65 H -2.6353 -0.5062 -10.7046  0.000
66 H -1.8360 -3.0988 -2.9002  0.000
67 H 3.7415 0.7529 -6.2489  0.000
68 H 2.9224 1.6861 -3.6703  0.000
69 H 0.1984 -1.7374 -3.2408  0.004
70 H 5.5129 -1.4647 -2.2874  0.000
71 H 1.0877 0.8214 -8.9596  0.000
72 H -3.8111 -0.9347 -6.0710  0.000

Properties
- Expectation value of S²: 3.7624
- 2S+1: 4
- Frontier orbital gap (alpha / beta): 6.4 / 8.1 eV
- Net charge: 0

---

For each record above, in turn, the calculated largest force on an atom values are 0.805, 0.806, 2.889 eV/A.